{"formula": "C26H19BrN4O8PtS3", "method": "the ωB97M-V functional and the def2-TZVPD basis", "fmax_ev_per_a": 0.30, "homo_ev": [-8.43, -8.43], "multiplicity": 1, "total_energy_ha": -5711.0148, "lumo_energy_ev": [-2.446, -2.446], "homo_lumo_gap_ev": [5.98, 5.98], "de_lowest_kj_mol": 150.06, "elements": ["Pt", "N", "C", "S", "N", "N", "C", "C", "C", "C", "C", "C", "C", "C", "C", "C", "C", "C", "N", "H", "H", "H", "H", "H", "H", "H", "H", "H", "H", "H", "O", "S", "O", "O", "C", "C", "C", "C", "C", "C", "S", "O", "O", "O", "H", "H", "H", "H", "Br", "C", "C", "C", "C", "C", "C", "C", "O", "O", "H", "H", "H", "H"], "positions_angstrom": [[-1.23050, -0.03222, -0.80224], [-3.19297, 2.09141, -3.86192], [-2.36850, 1.29617, -3.15351], [-3.15604, 0.21795, -1.98942], [-1.09823, 1.28280, -3.39543], [-0.49811, 0.32182, -2.60445], [0.41093, -0.48892, -3.04609], [1.04927, -0.31090, -4.36301], [1.68277, 0.89578, -4.65018], [2.30262, 1.07165, -5.87515], [2.27533, 0.05601, -6.82193], [1.63040, -1.13981, -6.54320], [1.02121, -1.32893, -5.31203], [0.65277, -1.62141, -2.16020], [1.54903, -2.60465, -2.40907], [1.52778, -3.78202, -1.58024], [0.73074, -3.84128, -0.50715], [-0.03929, -2.64948, -0.04809], [-0.19901, -1.66403, -1.07283], [-4.07057, 2.35971, -3.45186], [-2.76777, 2.73000, -4.51411], [1.68832, 1.68598, -3.91118], [2.80466, 2.00466, -6.09331], [2.75599, 0.19915, -7.78081], [1.59980, -1.92734, -7.28423], [0.50932, -2.25653, -5.09185], [2.22930, -2.51698, -3.24217], [2.13601, -4.63160, -1.86121], [0.65084, -4.72788, 0.10701], [-1.00698, -2.91988, 0.36964], [0.58275, 1.55783, 0.41509], [-0.54989, 2.46423, 0.53361], [-0.34318, 3.84396, 0.23326], [-1.68913, 1.89937, -0.30831], [-1.10899, 2.36154, 2.22473], [-0.55535, 3.34596, 3.03455], [-0.80051, 3.36518, 4.39768], [-1.59709, 2.38426, 4.96020], [-2.15545, 1.40166, 4.15818], [-1.93124, 1.37714, 2.78540], [-2.85797, 0.11007, 1.91760], [-3.26553, -0.83270, 2.91280], [-3.85794, 0.74361, 1.11262], [-1.81212, -0.59876, 1.03643], [0.06127, 4.10767, 2.57790], [-0.36490, 4.14064, 5.01365], [-1.78347, 2.37386, 6.02591], [-2.78606, 0.63678, 4.58573], [2.53735, 1.35879, 6.62749], [1.87611, 0.21210, 5.27169], [2.04441, 0.57218, 3.94508], [1.55259, -0.26166, 2.95361], [0.90916, -1.44516, 3.30031], [0.73595, -1.78390, 4.63728], [1.22058, -0.95431, 5.63408], [0.38100, -2.37941, 2.27103], [-0.24003, -3.38330, 2.51002], [0.69860, -1.98778, 1.02118], [2.54665, 1.49434, 3.68871], [1.66014, 0.01630, 1.91409], [0.21886, -2.70192, 4.88143], [1.09431, -1.20777, 6.67719]], "atomic_forces_ev_per_a": [[0.221, 0.130, 0.164], [-0.081, -0.001, -0.029], [-0.011, 0.002, -0.023], [-0.004, -0.102, -0.048], [0.060, -0.020, 0.007], [0.032, -0.009, -0.018], [-0.040, 0.031, -0.012], [-0.008, -0.012, 0.021], [0.009, -0.007, -0.011], [-0.005, 0.004, 0.008], [0.001, -0.006, -0.005], [0.002, 0.005, -0.003], [-0.002, 0.005, 0.009], [-0.012, -0.035, 0.060], [-0.001, 0.024, -0.037], [-0.001, -0.001, 0.011], [0.004, -0.015, -0.015], [-0.013, 0.033, -0.026], [-0.123, -0.066, -0.175], [0.004, 0.017, 0.004], [0.008, 0.004, 0.007], [0.000, 0.005, 0.000], [-0.001, 0.000, 0.000], [0.000, 0.000, 0.000], [-0.001, -0.001, 0.001], [0.001, -0.003, 0.001], [0.001, 0.000, -0.002], [-0.001, 0.001, 0.005], [0.001, 0.002, -0.002], [-0.003, -0.022, 0.001], [-0.039, -0.067, -0.113], [-0.123, -0.103, 0.182], [0.045, -0.022, -0.014], [-0.039, 0.092, -0.057], [0.049, 0.097, -0.039], [-0.024, 0.011, 0.005], [0.006, -0.054, 0.038], [0.095, -0.008, 0.014], [-0.031, -0.024, -0.073], [0.009, 0.103, 0.082], [0.076, -0.177, -0.065], [0.002, 0.027, 0.020], [-0.021, 0.050, -0.007], [0.051, 0.081, 0.046], [0.005, -0.012, 0.004], [0.009, -0.006, -0.010], [-0.020, 0.008, -0.005], [-0.004, -0.024, 0.010], [-0.012, 0.006, 0.000], [-0.054, 0.050, 0.009], [-0.036, 0.025, -0.002], [0.019, -0.023, -0.031], [-0.017, 0.014, 0.003], [0.025, 0.006, 0.018], [-0.010, -0.020, -0.009], [0.075, 0.001, 0.000], [-0.038, 0.002, -0.016], [-0.017, 0.003, 0.066], [-0.004, 0.009, -0.002], [-0.008, -0.013, 0.052], [-0.004, 0.000, 0.001], [-0.001, 0.004, -0.001]], "lowdin_charge": [1.343, 0.105, -0.773, 0.804, 0.057, -0.155, -0.137, -0.174, -0.019, -0.064, -0.074, -0.069, -0.031, -0.231, 0.008, -0.052, 0.023, -0.314, -0.087, 0.098, 0.113, 0.122, 0.108, 0.106, 0.107, 0.121, 0.116, 0.110, 0.122, 0.147, -0.330, 0.522, -0.255, -0.509, -0.223, -0.055, -0.056, -0.052, -0.044, -0.209, 0.525, -0.268, -0.305, -0.487, 0.116, 0.112, 0.113, 0.113, 0.732, -0.686, -0.110, 0.000, -0.116, 0.003, -0.113, -0.442, 0.128, 0.030, 0.107, 0.103, 0.126, 0.102]}